Formula: C28H45F4HgN7O14S4
Source: the OMol25 dataset
Level of theory: the ωB97M-V functional and the def2-TZVPD basis

Geometry (Å):
Hg -1.508 -0.381 2.717
O -4.565 -3.342 0.345
C -4.893 -2.076 0.249
C -4.312 -0.948 1.247
O -3.676 -1.190 2.468
H -6.024 -2.014 0.441
H -4.673 -1.672 -0.788
H -5.058 -0.108 1.338
H -3.538 -0.539 0.575
O -0.794 -2.532 2.873
C -0.112 -3.179 1.871
C 0.059 -4.759 2.016
O -0.948 -5.529 2.333
H 0.945 -2.816 1.767
H -0.555 -2.903 0.891
H 0.879 -4.867 2.788
H 0.476 -5.013 0.998
N -0.279 0.152 0.760
S 1.299 0.066 0.585
O 1.913 1.365 0.609
O 1.768 -0.896 -0.345
F 1.648 -0.549 1.969
S -0.691 0.448 -0.817
O -1.006 -0.683 -1.639
O -0.294 1.687 -1.429
F -2.183 0.831 -0.381
N -0.397 -0.211 4.787
S 0.487 0.938 5.428
O 1.487 0.384 6.298
O -0.114 2.187 5.777
F 1.428 1.308 4.178
S -1.227 -0.636 6.210
O -1.854 0.339 7.033
O -0.600 -1.794 6.751
F -2.440 -1.278 5.439
N 3.588 3.823 1.042
C 3.024 4.532 2.055
C 3.685 5.729 2.165
C 4.645 5.765 1.125
C 4.580 4.566 0.466
H 3.276 2.921 0.714
H 2.321 4.085 2.740
H 3.621 6.410 2.998
H 5.397 6.515 0.927
H 5.149 4.127 -0.336
N -1.117 -3.471 -2.211
C -2.189 -4.318 -2.121
C -1.815 -5.518 -2.683
C -0.393 -5.475 -2.839
C 0.009 -4.201 -2.533
H -1.053 -2.483 -2.006
H -3.123 -3.885 -1.787
H -2.396 -6.427 -2.711
H 0.227 -6.298 -3.162
H 0.928 -3.640 -2.599
N 4.669 -4.237 -1.997
C 5.119 -5.244 -1.178
C 4.414 -5.173 -0.005
C 3.544 -4.053 -0.085
C 3.724 -3.493 -1.320
H 4.859 -4.170 -2.979
H 5.761 -6.013 -1.579
H 4.520 -5.784 0.877
H 2.794 -3.700 0.609
H 3.332 -2.577 -1.729
N -4.966 0.890 -1.565
C -4.405 0.833 -2.791
C -5.229 1.443 -3.702
C -6.371 1.877 -2.966
C -6.118 1.627 -1.646
H -4.555 0.569 -0.690
H -3.462 0.320 -2.900
H -5.072 1.406 -4.769
H -7.203 2.425 -3.385
H -6.635 1.857 -0.730
N 2.242 0.001 -4.756
C 2.456 0.335 -3.452
C 3.801 0.559 -3.318
C 4.400 0.398 -4.598
C 3.408 0.028 -5.472
H 1.322 -0.141 -5.132
H 1.627 0.396 -2.770
H 4.311 0.760 -2.390
H 5.465 0.490 -4.742
H 3.376 -0.310 -6.494
C 1.596 4.167 -1.490
C 0.255 4.841 -1.173
O 0.266 5.402 0.126
H 2.421 4.883 -1.562
H 1.503 3.671 -2.455
H 1.734 3.502 -0.644
H -0.524 4.114 -1.398
H 0.092 5.642 -1.916
H 1.173 5.456 0.445
C -1.153 2.956 2.159
C -2.517 2.879 2.825
O -2.944 1.529 2.958
H -1.342 2.630 1.129
H -0.491 2.236 2.641
H -0.750 3.959 2.052
H -3.236 3.447 2.225
H -2.389 3.310 3.828
H -3.833 1.510 3.322

* highest occupied orbital energy: 4.748 eV
* largest force on an atom: 5.04 eV/A
* charge: -4

---

Formula: C28H45IN5O3P
Source: the OMol25 dataset
Level of theory: the ωB97M-V functional and the def2-TZVPD basis

Geometry (Å):
N 1.254 3.321 -4.282
P 0.816 4.834 -3.867
C -1.082 4.799 -3.626
C -1.974 3.702 -4.348
C -3.516 3.675 -4.098
C -4.255 4.706 -3.143
N -5.675 4.530 -2.979
C -6.165 5.506 -2.060
C -5.324 6.618 -1.368
N -3.917 6.772 -1.546
C -3.387 5.780 -2.444
C -1.831 5.800 -2.707
C -0.967 6.951 -1.957
C -0.989 8.232 -2.963
O -2.101 8.501 -3.499
I 0.792 9.404 -3.412
H 1.728 3.334 -5.204
H 1.409 5.225 -2.598
H 1.192 5.779 -4.905
H -1.470 2.923 -5.036
H -4.117 2.836 -4.618
H -7.291 5.466 -1.810
H -5.846 7.348 -0.650
H 0.104 6.625 -1.727
H -1.480 7.191 -0.945
C 0.162 -1.193 -2.759
C 1.402 -0.574 -2.057
C 2.532 -0.303 -3.080
C 3.329 -1.536 -3.491
C 3.791 -2.324 -2.271
C 2.625 -2.682 -1.328
N 1.821 -1.481 -0.944
O 2.560 -0.750 -0.062
C 1.732 -3.742 -2.015
C 3.185 -3.427 -0.090
C 0.903 0.811 -1.561
H -0.341 -1.926 -2.121
H -0.600 -0.443 -2.990
H 0.414 -1.677 -3.707
H 3.239 0.424 -2.660
H 2.116 0.166 -3.978
H 2.732 -2.171 -4.154
H 4.202 -1.227 -4.076
H 4.303 -3.234 -2.603
H 4.546 -1.735 -1.734
H 0.867 -3.997 -1.390
H 2.293 -4.668 -2.186
H 1.363 -3.443 -2.994
H 3.928 -2.843 0.458
H 3.682 -4.356 -0.386
H 2.380 -3.694 0.603
H 0.118 0.707 -0.806
H 0.491 1.394 -2.391
H 1.708 1.420 -1.139
C 1.457 -2.526 3.458
C 0.070 -2.048 3.972
C 0.155 -1.623 5.459
C 0.171 -2.779 6.453
C -0.955 -3.766 6.167
C -0.942 -4.263 4.707
N -0.929 -3.134 3.727
O -2.170 -2.569 3.725
C 0.285 -5.183 4.500
C -2.148 -5.212 4.485
C -0.214 -0.759 3.152
H 1.361 -3.349 2.744
H 1.992 -1.739 2.918
H 2.117 -2.847 4.268
H -0.704 -0.986 5.706
H 1.045 -1.006 5.620
H 1.141 -3.287 6.430
H 0.060 -2.387 7.469
H -0.874 -4.614 6.856
H -1.914 -3.285 6.395
H 0.351 -5.528 3.461
H 0.212 -6.074 5.134
H 1.233 -4.719 4.762
H -3.108 -4.737 4.698
H -2.082 -6.084 5.145
H -2.170 -5.582 3.455
H -0.319 -0.980 2.086
H 0.606 -0.043 3.265
H -1.117 -0.240 3.488

* highest occupied orbital energy (alpha / beta): -8.704 / -8.888 eV
* multiplicity: 3
* largest force on an atom: 5.95 eV/A

---

Formula: C28H45N2O3S3SiTa
Source: the OMol25 dataset
Level of theory: the ωB97M-V functional and the def2-TZVPD basis

Geometry (Å):
Ta 0.023 1.419 -0.657
C 2.467 1.731 1.816
N 2.065 2.370 0.549
C 1.689 3.783 0.788
C 0.429 3.919 1.625
N -0.696 3.039 1.190
C -1.141 2.151 2.302
C -1.850 3.816 0.727
C -2.348 4.843 1.519
C -3.463 5.566 1.131
C -4.097 5.269 -0.068
C -3.623 4.235 -0.853
C -2.508 3.496 -0.455
S -2.113 2.107 -1.474
C 3.087 2.277 -0.485
C 4.400 1.921 -0.215
C 5.336 1.848 -1.238
C 4.982 2.143 -2.544
C 3.672 2.487 -2.831
C 2.729 2.537 -1.812
S 1.054 2.877 -2.258
H 3.267 2.295 2.301
H 2.804 0.715 1.627
H 1.625 1.693 2.500
H 1.555 4.278 -0.167
H 2.502 4.298 1.310
H 0.129 4.962 1.554
H 0.649 3.711 2.672
H -1.297 2.716 3.222
H -0.404 1.366 2.488
H -2.085 1.682 2.031
H -1.859 5.091 2.454
H -3.839 6.353 1.770
H -4.961 5.834 -0.388
H -4.113 3.978 -1.784
H 4.728 1.710 0.793
H 6.351 1.559 -1.002
H 5.715 2.098 -3.338
H 3.364 2.706 -3.846
C -3.732 -0.192 0.266
C -2.763 -1.345 0.463
C -2.594 -1.641 1.948
C -3.290 -2.569 -0.277
O -1.442 -0.946 -0.096
Si -0.193 -2.010 -0.330
S 1.180 -0.525 -1.256
O -0.385 -3.230 -1.316
C -0.413 -3.557 -2.747
C -1.048 -2.418 -3.530
C -1.242 -4.826 -2.851
C 1.024 -3.800 -3.182
O 0.406 -2.334 1.110
C 1.479 -3.153 1.660
C 2.535 -2.184 2.172
C 0.865 -3.954 2.798
C 2.045 -4.069 0.587
H -4.692 -0.469 0.702
H -3.890 0.018 -0.791
H -3.388 0.718 0.762
H -3.547 -1.956 2.370
H -2.256 -0.749 2.481
H -1.867 -2.436 2.106
H -4.290 -2.802 0.085
H -2.655 -3.441 -0.115
H -3.350 -2.374 -1.348
H -2.042 -2.190 -3.142
H -1.151 -2.707 -4.576
H -0.434 -1.518 -3.484
H -2.290 -4.629 -2.629
H -0.868 -5.573 -2.151
H -1.170 -5.233 -3.860
H 1.642 -2.924 -2.972
H 1.060 -3.996 -4.253
H 1.442 -4.659 -2.658
H 2.094 -1.499 2.898
H 2.957 -1.612 1.342
H 3.338 -2.736 2.660
H 0.455 -3.289 3.559
H 1.622 -4.588 3.258
H 0.062 -4.588 2.420
H 2.441 -3.487 -0.250
H 1.269 -4.736 0.212
H 2.853 -4.672 0.999

* highest occupied orbital energy: -14.310 eV
* largest force on an atom: 2.02 eV/A
* energy relative to the best compared isomer or geometry (same formula, charge and spin): 47.9 kJ/mol
* charge: +2

---

Formula: C28H45O26S2
Source: the OMol25 dataset
Level of theory: the ωB97M-V functional and the def2-TZVPD basis

Geometry (Å):
C -0.690 -3.102 -6.189
C -1.321 -3.819 -4.931
O -0.268 -4.392 -4.134
C 0.065 -3.548 -3.079
S -0.907 -4.052 -1.581
O -0.064 -5.212 -0.788
C -1.012 -2.512 -0.556
C -2.042 -1.568 -1.288
C -1.668 -0.059 -1.231
C -0.437 0.339 -2.148
S 1.162 0.394 -1.260
O 0.924 0.589 0.194
O 2.007 1.513 -1.742
O 1.975 -1.038 -1.533
H -0.677 -2.003 -6.041
H -1.303 -3.308 -7.088
H 0.340 -3.481 -6.351
H -1.932 -3.066 -4.382
H -2.020 -4.590 -5.303
H 1.152 -3.616 -2.862
H -0.203 -2.499 -3.331
H 0.557 -4.765 -0.169
H -0.018 -2.056 -0.375
H -1.434 -2.758 0.442
H -2.130 -1.883 -2.356
H -3.032 -1.730 -0.820
H -1.525 0.341 -0.208
H -2.538 0.500 -1.647
H -0.631 1.385 -2.483
H -0.378 -0.259 -3.085
H 1.347 -1.693 -1.863
C 4.729 -4.518 -0.410
C 5.138 -3.797 0.842
O 3.895 -3.272 1.322
C 2.916 -4.037 0.820
O 1.767 -3.969 1.168
O 3.376 -4.892 -0.117
H 5.341 -5.394 -0.612
H 4.736 -3.870 -1.291
H 5.551 -4.466 1.597
H 5.850 -2.997 0.652
C -1.920 3.906 -0.559
C -3.229 4.633 -0.464
O -3.503 4.962 -1.831
C -2.833 4.082 -2.606
O -2.974 3.971 -3.781
O -1.972 3.327 -1.869
H -1.814 3.136 0.202
H -1.060 4.578 -0.505
H -4.033 4.002 -0.083
H -3.165 5.530 0.147
C -6.304 7.339 3.176
C -5.563 7.762 1.938
O -5.014 6.531 1.465
C -5.786 5.526 1.957
O -5.707 4.385 1.621
O -6.661 5.988 2.880
H -7.190 7.942 3.362
H -5.672 7.350 4.067
H -6.225 8.172 1.171
H -4.775 8.484 2.147
C 0.406 1.795 -6.390
C 1.115 2.274 -7.627
O 1.731 1.082 -8.117
C 1.028 0.029 -7.639
O 1.177 -1.095 -7.993
O 0.127 0.427 -6.700
H -0.513 2.345 -6.191
H 1.043 1.834 -5.501
H 0.425 2.653 -8.385
H 1.860 3.038 -7.414
C 1.790 -4.235 4.983
C 0.496 -3.742 4.394
O -0.465 -4.129 5.373
C 0.188 -4.253 6.559
O -0.348 -4.400 7.605
O 1.533 -4.184 6.385
H 2.640 -3.606 4.721
H 2.013 -5.267 4.701
H 0.473 -2.654 4.287
H 0.275 -4.197 3.431
C -1.635 1.987 3.073
C -1.182 2.107 4.503
O -0.690 3.444 4.563
C -1.297 4.149 3.577
O -1.235 5.327 3.456
O -1.987 3.329 2.741
H -2.491 1.322 2.958
H -0.833 1.655 2.406
H -2.005 2.001 5.214
H -0.400 1.394 4.757
C 5.127 -0.493 5.193
C 5.837 -0.074 3.935
O 6.445 -1.292 3.500
C 5.734 -2.315 4.031
O 5.876 -3.457 3.731
O 4.839 -1.870 4.945
H 4.212 0.070 5.366
H 5.762 -0.418 6.078
H 5.148 0.273 3.160
H 6.588 0.694 4.111

* highest occupied orbital energy: -12.599 eV
* largest force on an atom: 5.40 eV/A
* charge: +1

---

Q: largest force on an atom of number 2 (C28H45IN5O3P)?
A: 5.95 eV/A

---

Q: Among the records above, which one has the lowest largest force on an atom?
A: C28H45N2O3S3SiTa

---

Q: Among the records above, which one has the lowest largest force on an atom?
A: C28H45N2O3S3SiTa